Formula: C54H129N3O12
Source: OMol25
Level of theory: ωB97M-V/def2-TZVPD

Atoms and positions in Å:
C1 38.906 -32.231 7.766
C2 39.188 -33.707 7.589
C3 38.008 -34.484 8.238
C4 39.101 -34.122 6.062
C5 40.336 -33.559 5.236
C6 41.651 -33.947 5.874
C7 41.788 -33.798 7.441
C8 42.969 -34.677 7.811
C9 42.110 -32.373 7.785
N1 40.560 -34.184 8.040
O1 40.567 -34.328 9.476
H1 37.846 -32.003 7.880
H2 39.336 -32.005 8.742
H3 39.395 -31.589 7.033
H4 37.976 -34.263 9.305
H5 37.052 -34.216 7.787
H6 38.313 -35.527 8.149
H7 39.024 -35.203 5.945
H8 38.233 -33.759 5.512
H9 40.378 -33.876 4.194
H10 40.249 -32.479 5.122
H11 42.320 -33.255 5.363
H12 41.889 -34.957 5.540
H13 43.880 -34.451 7.256
H14 42.709 -35.676 7.462
H15 43.108 -34.727 8.891
H16 41.931 -32.160 8.839
H17 41.537 -31.641 7.216
H18 43.184 -32.229 7.675
H19 40.719 -33.415 9.734
C10 29.716 -31.316 7.223
C11 31.266 -31.397 7.311
C12 31.838 -32.408 6.288
C13 31.805 -30.067 6.872
C14 31.543 -28.921 7.842
C15 32.115 -29.357 9.260
C16 31.843 -30.818 9.763
C17 32.976 -31.422 10.640
C18 30.506 -30.906 10.598
N2 31.835 -31.778 8.626
O2 31.357 -32.986 8.952
H20 29.370 -31.007 6.237
H21 29.334 -32.285 7.546
H22 29.249 -30.566 7.862
H23 32.926 -32.365 6.340
H24 31.332 -33.373 6.310
H25 31.592 -32.109 5.269
H26 32.884 -30.099 6.719
H27 31.370 -29.734 5.929
H28 32.001 -28.024 7.425
H29 30.457 -28.833 7.854
H30 31.677 -28.599 9.910
H31 33.172 -29.109 9.165
H32 33.208 -30.728 11.448
H33 33.891 -31.600 10.076
H34 32.661 -32.393 11.023
H35 30.647 -30.232 11.442
H36 30.199 -31.896 10.937
H37 29.726 -30.409 10.021
H38 32.145 -33.490 8.737
C19 29.688 -25.230 1.686
C20 28.191 -25.050 1.355
C21 28.045 -24.928 -0.194
C22 27.522 -26.389 1.635
C23 27.145 -26.622 3.133
C24 26.331 -25.426 3.627
C25 27.012 -24.016 3.384
C26 25.901 -23.014 3.729
C27 28.180 -23.784 4.373
N3 27.493 -23.948 2.013
O3 28.063 -22.760 1.652
H39 30.212 -25.857 0.964
H40 30.188 -24.265 1.605
H41 29.905 -25.769 2.608
H42 28.518 -24.027 -0.583
H43 28.541 -25.690 -0.795
H44 27.038 -24.775 -0.581
H45 26.678 -26.637 0.991
H46 28.234 -27.142 1.298
H47 26.647 -27.592 3.148
H48 27.955 -26.640 3.863
H49 26.029 -25.612 4.658
H50 25.400 -25.615 3.091
H51 25.470 -23.303 4.688
H52 25.186 -23.066 2.908
H53 26.247 -21.985 3.817
H54 29.001 -24.461 4.140
H55 27.807 -23.903 5.391
H56 28.620 -22.808 4.169
H57 28.892 -22.723 2.135
C28 23.789 -32.863 10.732
C29 22.591 -32.779 11.729
C30 22.541 -33.838 12.850
O4 22.698 -31.570 12.276
H58 23.874 -33.753 10.108
H59 24.667 -32.842 11.377
H60 23.810 -32.006 10.059
H61 21.592 -32.647 11.314
H62 21.954 -34.734 12.648
H63 22.176 -33.486 13.815
H64 23.561 -34.204 12.961
H65 21.914 -31.348 12.784
C31 24.242 -34.561 3.393
C32 25.352 -35.433 3.949
C33 24.984 -36.925 3.953
O5 26.521 -35.361 3.144
H66 23.286 -34.517 3.914
H67 23.941 -34.857 2.388
H68 24.682 -33.574 3.255
H69 25.611 -35.047 4.935
H70 24.891 -37.251 2.917
H71 24.028 -37.005 4.470
H72 25.680 -37.598 4.454
H73 27.112 -36.028 3.502
C34 26.352 -25.547 13.053
C35 25.351 -26.571 12.418
C36 25.491 -26.646 10.884
O6 25.514 -27.826 12.952
H74 27.418 -25.769 13.005
H75 26.172 -25.418 14.120
H76 26.229 -24.561 12.605
H77 24.308 -26.360 12.653
H78 24.962 -27.504 10.469
H79 26.558 -26.736 10.680
H80 25.168 -25.773 10.317
H81 24.782 -28.369 12.650
C37 34.534 -26.777 17.193
C38 33.840 -26.697 15.871
C39 32.776 -25.550 15.745
O7 34.807 -26.545 14.775
H82 35.274 -27.577 17.237
H83 33.783 -26.783 17.983
H84 35.037 -25.836 17.415
H85 33.285 -27.630 15.762
H86 31.909 -25.445 16.397
H87 32.256 -25.714 14.801
H88 33.407 -24.662 15.733
H89 35.052 -25.640 14.570
C40 40.805 -31.560 15.611
C41 40.126 -32.042 14.380
C42 38.623 -31.911 14.657
O8 40.601 -31.355 13.288
H90 41.811 -31.977 15.621
H91 40.230 -31.716 16.524
H92 41.005 -30.488 15.589
H93 40.425 -33.090 14.346
H94 38.385 -30.904 15.001
H95 38.289 -32.635 15.400
H96 38.020 -32.174 13.789
H97 40.254 -30.460 13.299
C43 32.515 -31.941 -0.695
C44 33.461 -33.137 -0.693
C45 34.693 -32.865 0.249
O9 32.753 -34.292 -0.275
H98 32.043 -31.825 0.280
H99 31.765 -32.284 -1.408
H100 32.958 -31.014 -1.059
H101 33.789 -33.340 -1.713
H102 35.558 -32.486 -0.295
H103 34.976 -33.772 0.784
H104 34.563 -32.182 1.088
H105 31.853 -34.313 -0.607
C46 34.682 -21.087 10.592
C47 34.689 -22.597 11.001
C48 35.356 -23.404 9.843
O10 35.517 -22.733 12.136
H106 34.186 -20.344 11.216
H107 34.262 -20.935 9.598
H108 35.700 -20.729 10.443
H109 33.668 -22.745 11.353
H110 34.609 -23.699 9.107
H111 35.779 -24.363 10.144
H112 36.141 -22.796 9.393
H113 35.508 -21.922 12.648
C49 28.930 -38.240 10.427
C50 29.633 -38.672 9.146
C51 31.092 -39.110 9.335
O11 28.966 -39.771 8.626
H114 29.254 -37.245 10.734
H115 29.263 -38.853 11.265
H116 27.852 -38.199 10.272
H117 29.606 -37.839 8.443
H118 30.957 -39.923 10.049
H119 31.767 -38.317 9.655
H120 31.512 -39.541 8.426
H121 29.163 -39.881 7.693
C52 26.082 -31.030 17.212
C53 26.969 -29.829 17.726
C54 28.331 -29.868 17.162
O12 26.488 -28.596 17.390
H122 26.336 -31.940 17.757
H123 26.153 -31.179 16.135
H124 25.008 -30.853 17.262
H125 26.970 -29.794 18.815
H126 28.801 -30.776 17.540
H127 29.039 -29.084 17.431
H128 28.314 -29.938 16.074
H129 26.324 -28.588 16.444

Properties
SMILES: CC1(C)CCCC(C)(C)N1O.CC1(C)CCCC(C)(C)N1O.CC1(C)CCCC(C)(C)N1O.CC(C)O.CC(C)O.CC(C)O.CC(C)O.CC(C)O.CC(C)O.CC(C)O.CC(C)O.CC(C)O
HOMO energy in eV: -8.20
Frontier orbital gap in Ha: 0.305
Relative energy (zero: lowest compared OMol25 entry of this formula, charge and spin) in kcal per mole: 180.7
2S+1: 1
Net charge: 0

Here are the Löwdin charges for atoms 1 to 99, given in e: C -0.038; C -0.472; C -0.042; C -0.112; C -0.182; C -0.134; C -0.552; C -0.037; C -0.037; N -0.089; O -0.002; H 0.085; H 0.079; H 0.070; H 0.075; H 0.085; H 0.085; H 0.108; H 0.108; H 0.105; H 0.094; H 0.117; H 0.114; H 0.090; H 0.083; H 0.086; H 0.080; H 0.078; H 0.088; H 0.066; C -0.019; C -0.505; C -0.035; C -0.194; C -0.163; C -0.088; C -0.446; C -0.039; C -0.021; N -0.172; O -0.016; H 0.086; H 0.081; H 0.059; H 0.088; H 0.080; H 0.080; H 0.119; H 0.119; H 0.109; H 0.092; H 0.106; H 0.109; H 0.081; H 0.079; H 0.075; H 0.076; H 0.079; H 0.064; H 0.116; C -0.035; C -0.497; C -0.045; C -0.144; C -0.172; C -0.140; C -0.488; C -0.037; C -0.021; N -0.129; O 0.007; H 0.083; H 0.079; H 0.076; H 0.072; H 0.083; H 0.085; H 0.117; H 0.113; H 0.108; H 0.098; H 0.114; H 0.115; H 0.082; H 0.089; H 0.080; H 0.063; H 0.091; H 0.077; H 0.076; C -0.029; C -0.542; C -0.042; O -0.058; H 0.074; H 0.077; H 0.074; H 0.129; H 0.071

Formula: C54H135N9
Source: OMol25
Level of theory: ωB97M-V/def2-TZVPD

Atoms and positions in Å:
C1 4.961 -5.032 -6.240
C2 4.170 -4.453 -7.423
N1 3.528 -3.218 -7.087
C3 2.553 -3.304 -5.999
C4 1.500 -4.342 -6.136
C5 3.070 -2.419 -8.229
C6 4.309 -1.733 -8.863
H1 5.692 -4.265 -5.985
H2 5.477 -5.922 -6.599
H3 4.322 -5.271 -5.389
H4 4.923 -4.289 -8.193
H5 3.584 -5.239 -7.900
H6 3.117 -3.523 -5.092
H7 2.088 -2.321 -5.924
H8 0.968 -4.416 -7.084
H9 1.889 -5.299 -5.788
H10 0.780 -4.029 -5.380
H11 2.352 -1.628 -8.009
H12 2.531 -3.100 -8.889
H13 4.843 -1.249 -8.045
H14 4.168 -1.077 -9.722
H15 4.995 -2.480 -9.262
C7 10.783 3.165 -3.469
C8 9.346 3.659 -3.706
N2 8.730 3.303 -4.957
C9 7.456 4.051 -5.093
C10 7.815 5.370 -5.718
C11 8.523 1.842 -5.007
C12 7.531 1.293 -3.902
H16 11.171 3.387 -2.474
H17 11.540 3.608 -4.115
H18 10.805 2.108 -3.731
H19 8.701 3.357 -2.880
H20 9.573 4.718 -3.579
H21 6.748 3.542 -5.747
H22 6.831 4.215 -4.216
H23 8.654 5.285 -6.408
H24 6.936 5.639 -6.303
H25 8.093 6.179 -5.042
H26 9.463 1.301 -4.896
H27 8.136 1.665 -6.011
H28 7.399 0.211 -3.875
H29 6.539 1.731 -3.793
H30 7.942 1.490 -2.912
C13 1.570 1.319 0.916
C14 0.071 1.369 0.757
N3 -0.461 0.574 -0.340
C15 -0.032 0.838 -1.719
C16 -0.442 2.257 -2.222
C17 -1.869 0.400 -0.195
C18 -2.350 -1.048 -0.693
H31 1.896 0.295 1.101
H32 1.898 1.811 1.832
H33 2.137 1.761 0.098
H34 -0.399 1.035 1.683
H35 -0.339 2.378 0.714
H36 1.024 0.567 -1.693
H37 -0.659 0.123 -2.251
H38 -1.515 2.451 -2.228
H39 0.072 3.059 -1.693
H40 -0.088 2.273 -3.253
H41 -2.486 1.123 -0.729
H42 -2.170 0.477 0.849
H43 -2.166 -1.242 -1.750
H44 -3.426 -1.201 -0.606
H45 -1.826 -1.853 -0.178
C19 -13.119 -2.921 2.511
C20 -11.746 -3.375 3.063
N4 -11.067 -4.394 2.147
C21 -10.939 -4.002 0.701
C22 -10.121 -2.692 0.661
C23 -11.772 -5.721 2.247
C24 -10.775 -6.854 2.440
H46 -13.554 -2.236 3.239
H47 -13.860 -3.710 2.385
H48 -13.033 -2.355 1.583
H49 -11.106 -2.509 3.233
H50 -11.812 -3.773 4.076
H51 -11.889 -3.795 0.209
H52 -10.380 -4.774 0.171
H53 -9.735 -2.562 -0.350
H54 -9.282 -2.581 1.347
H55 -10.637 -1.743 0.803
H56 -12.455 -5.805 3.092
H57 -12.405 -5.917 1.381
H58 -10.321 -6.795 3.429
H59 -11.345 -7.778 2.347
H60 -9.982 -6.731 1.702
C25 -3.343 -2.351 8.348
C26 -3.851 -3.873 8.177
N5 -4.864 -4.028 7.203
C27 -4.255 -3.845 5.890
C28 -5.160 -4.614 4.877
C29 -6.087 -3.283 7.404
C30 -6.778 -3.613 8.756
H61 -4.150 -1.773 8.797
H62 -3.065 -1.775 7.465
H63 -2.470 -2.240 8.991
H64 -3.020 -4.507 7.866
H65 -4.046 -4.356 9.134
H66 -3.961 -2.833 5.614
H67 -3.273 -4.318 5.860
H68 -6.088 -4.117 4.595
H69 -4.509 -4.770 4.016
H70 -5.370 -5.642 5.169
H71 -6.777 -3.495 6.587
H72 -5.794 -2.233 7.405
H73 -7.761 -3.149 8.832
H74 -6.096 -3.569 9.605
H75 -7.033 -4.669 8.845
C31 5.845 11.087 -1.365
C32 4.788 10.777 -0.246
N6 4.803 9.477 0.241
C33 3.627 9.290 1.149
C34 2.982 7.901 1.214
C35 6.156 9.067 0.870
C36 7.166 8.478 -0.127
H76 5.515 11.898 -2.014
H77 6.032 10.283 -2.077
H78 6.789 11.321 -0.872
H79 4.924 11.369 0.659
H80 3.839 11.101 -0.674
H81 3.888 9.719 2.116
H82 2.852 9.974 0.801
H83 2.987 7.468 0.214
H84 3.538 7.129 1.747
H85 1.996 7.941 1.677
H86 5.913 8.395 1.693
H87 6.614 9.955 1.304
H88 7.090 7.393 -0.050
H89 8.160 8.713 0.254
H90 7.032 8.918 -1.115
C37 3.545 7.445 10.851
C38 3.260 6.713 9.529
N7 4.328 5.836 9.084
C39 5.548 6.525 8.755
C40 5.492 7.475 7.544
C41 3.866 5.071 7.972
C42 2.994 3.891 8.441
H91 2.700 8.031 11.211
H92 4.363 8.164 10.797
H93 3.952 6.787 11.619
H94 2.361 6.110 9.652
H95 3.097 7.506 8.799
H96 5.992 7.060 9.594
H97 6.248 5.695 8.653
H98 5.398 6.948 6.594
H99 4.666 8.186 7.546
H100 6.405 8.070 7.559
H101 4.771 4.570 7.629
H102 3.231 5.515 7.206
H103 3.487 3.300 9.212
H104 2.978 3.293 7.530
H105 2.019 4.281 8.732
C43 2.591 -5.679 1.195
C44 1.989 -6.273 2.484
N8 1.402 -7.601 2.206
C45 0.155 -7.502 1.495
C46 0.252 -8.619 0.493
C47 1.428 -8.499 3.383
C48 2.791 -8.952 3.832
H106 2.979 -4.721 1.540
H107 1.812 -5.403 0.484
H108 3.380 -6.307 0.780
H109 2.832 -6.431 3.157
H110 1.191 -5.731 2.992
H111 -0.057 -6.564 0.980
H112 -0.677 -7.745 2.156
H113 -0.693 -8.900 0.028
H114 0.409 -9.544 1.048
H115 0.984 -8.481 -0.303
H116 0.806 -8.002 4.127
H117 0.968 -9.433 3.058
H118 3.224 -8.378 4.651
H119 2.764 -10.030 3.987
H120 3.529 -8.968 3.030
C49 -3.902 -0.995 -8.934
C50 -4.828 -0.547 -7.794
N9 -6.268 -0.711 -8.117
C51 -6.702 -0.139 -9.391
C52 -6.601 1.456 -9.332
C53 -6.827 -2.019 -7.835
C54 -6.981 -2.176 -6.275
H121 -4.226 -1.661 -9.734
H122 -2.905 -1.352 -8.677
H123 -3.745 -0.020 -9.397
H124 -4.682 -1.053 -6.840
H125 -4.662 0.489 -7.499
H126 -6.025 -0.459 -10.183
H127 -7.707 -0.442 -9.683
H128 -5.625 1.921 -9.476
H129 -7.310 1.898 -10.032
H130 -6.950 1.867 -8.385
H131 -6.299 -2.895 -8.211
H132 -7.833 -2.109 -8.246
H133 -6.057 -2.446 -5.763
H134 -7.740 -2.956 -6.215
H135 -7.312 -1.219 -5.870

Properties
SMILES: CCN(CC)CC.CCN(CC)CC.CCN(CC)CC.CCN(CC)CC.CCN(CC)CC.CCN(CC)CC.CCN(CC)CC.CCN(CC)CC.CCN(CC)CC
HOMO energy in eV: -7.96
Frontier orbital gap in Ha: 0.305
Relative energy (zero: lowest compared OMol25 entry of this formula, charge and spin) in kcal per mole: 152.4
2S+1: 1
Net charge: 0

Here are the Löwdin charges for atoms 1 to 99, given in e: C -0.079; C -0.289; N -0.204; C -0.269; C -0.097; C -0.239; C -0.085; H 0.079; H 0.072; H 0.058; H 0.100; H 0.110; H 0.105; H 0.111; H 0.080; H 0.070; H 0.074; H 0.108; H 0.105; H 0.073; H 0.065; H 0.051; C -0.082; C -0.288; N -0.181; C -0.273; C -0.105; C -0.209; C -0.080; H 0.074; H 0.072; H 0.051; H 0.099; H 0.111; H 0.112; H 0.113; H 0.078; H 0.068; H 0.066; H 0.092; H 0.106; H 0.064; H 0.062; H 0.051; C -0.091; C -0.277; N -0.224; C -0.203; C -0.072; C -0.253; C -0.072; H 0.076; H 0.069; H 0.067; H 0.107; H 0.108; H 0.111; H 0.093; H 0.062; H 0.063; H 0.064; H 0.097; H 0.105; H 0.047; H 0.059; H 0.063; C -0.094; C -0.219; N -0.166; C -0.234; C -0.109; C -0.284; C -0.098; H 0.065; H 0.068; H 0.059; H 0.095; H 0.103; H 0.099; H 0.109; H 0.063; H 0.072; H 0.060; H 0.103; H 0.103; H 0.070; H 0.070; H 0.065; C -0.063; C -0.250; N -0.228; C -0.246; C -0.081; C -0.236; C -0.076; H 0.052; H 0.056; H 0.059; H 0.100

Number 1: E -87120.31149 eV. Number 2: E -71589.89725 eV.